# 1
This record from the OMol25 dataset describes a structure of composition C25H21Cl3N3O2ReS2Si. The level of theory is ωB97M-V/def2-TZVPD.

Summary:
* HOMO-LUMO gap (spin up / spin down): 6.5 / 6.4 eV
* highest occupied orbital energy (spin up / spin down): -5.24 / -5.19 eV
* 2S+1: 2
* LUMO level (spin up / spin down): 1.31 / 1.19 eV
* net charge: -1
* expectation value of S²: 0.7664

Geometry as XYZ:
```
58
C25H21Cl3N3O2ReS2Si | the OMol25 dataset | ωB97M-V/def2-TZVPD
Re 0.160 -0.206 -0.051
C 0.930 -4.505 0.470
C 0.736 -3.098 0.960
O 0.375 -2.277 0.082
C 0.939 -2.750 2.326
C 1.409 -3.716 3.253
C 1.568 -3.421 4.574
C 1.242 -2.120 5.027
C 0.779 -1.166 4.173
C 0.621 -1.440 2.781
O 0.192 -0.504 2.023
H 0.723 -4.532 -0.596
H 0.265 -5.192 0.996
H 1.958 -4.826 0.643
H 1.656 -4.708 2.898
H 1.939 -4.165 5.265
H 1.367 -1.876 6.075
H 0.531 -0.167 4.507
S -2.231 -0.111 0.052
C -2.700 -0.226 -1.615
C -4.058 -0.213 -1.965
C -4.458 -0.267 -3.286
C -5.863 -0.250 -3.596
N -6.987 -0.248 -3.837
C -3.495 -0.339 -4.312
C -2.153 -0.353 -3.976
C -1.749 -0.295 -2.643
S -0.025 -0.281 -2.279
C -3.887 -0.390 -5.693
N -4.200 -0.432 -6.799
H -4.805 -0.154 -1.185
H -1.405 -0.399 -4.757
Cl 3.566 1.336 -1.226
Si 2.622 -0.286 -0.306
Cl 3.266 -1.920 -1.484
Cl 3.771 -0.593 1.444
C -1.942 3.940 -3.243
N -0.832 3.881 -2.312
C 0.389 3.505 -3.006
C -1.131 2.932 -1.241
C -0.118 2.973 -0.119
C 0.199 4.250 0.351
C 1.071 4.447 1.402
C 1.644 3.341 2.012
C 1.345 2.073 1.552
C 0.469 1.836 0.474
H -1.724 4.656 -4.037
H -2.846 4.264 -2.724
H -2.149 2.962 -3.714
H 0.639 4.265 -3.749
H 0.293 2.534 -3.520
H 1.214 3.427 -2.297
H -1.220 1.923 -1.641
H -2.113 3.192 -0.831
H -0.260 5.096 -0.146
H 1.301 5.450 1.742
H 2.336 3.460 2.838
H 1.813 1.235 2.049
```

=====

# 2
This record from the OMol25 dataset describes a structure of composition C3H8S. The level of theory is ωB97M-V/def2-TZVPD.

Summary:
* HOMO-LUMO gap: 9.1 eV
* highest occupied orbital energy: -8.96 eV
* LUMO level: 0.11 eV
* net charge: 0

Geometry as XYZ:
```
12
C3H8S | the OMol25 dataset | ωB97M-V/def2-TZVPD
C 1.471 0.224 -0.361
C -0.028 0.469 -0.215
C -0.685 -0.701 0.560
S -2.489 -0.826 0.465
H 1.918 1.061 -0.911
H 1.583 -0.739 -0.862
H 1.873 0.203 0.665
H -0.276 1.359 0.392
H -0.522 0.496 -1.242
H -0.304 -0.780 1.586
H -0.234 -1.599 0.121
H -2.307 0.833 -0.198
```

=====

# 3
This record from the OMol25 dataset describes a structure of composition C22H21N3O4Pd. The level of theory is ωB97M-V/def2-TZVPD.

Summary:
* HOMO-LUMO gap: 3.7 eV
* highest occupied orbital energy: 1.14 eV
* LUMO level: 4.84 eV
* net charge: -2

Geometry as XYZ:
```
51
C22H21N3O4Pd | the OMol25 dataset | ωB97M-V/def2-TZVPD
Pd 0.684 1.732 -0.431
O 2.404 1.141 -4.014
C 2.083 1.262 -2.639
O 0.797 1.448 -2.422
C 3.029 1.134 -1.675
C 4.473 1.083 -1.729
C 5.192 1.301 -0.600
C 4.548 1.628 0.636
C 3.170 1.589 0.662
N 2.472 1.182 -0.387
C 2.278 1.983 1.817
O 2.736 2.137 2.958
O 1.053 2.169 1.512
H 1.552 1.290 -4.445
H 4.949 0.900 -2.685
H 6.280 1.272 -0.624
H 5.105 1.918 1.513
C -4.364 -1.755 -0.909
C -2.921 -1.763 -1.421
C -1.926 -2.388 -0.474
C -1.931 -3.767 -0.334
C -0.969 -4.428 0.410
C 0.064 -3.687 0.976
C 0.111 -2.314 0.855
C 1.208 -1.505 1.480
C 0.781 -0.947 2.838
C -0.925 -1.626 0.176
N -0.894 -0.256 0.117
C -1.956 0.422 0.452
C -2.099 1.809 0.243
C -3.183 2.645 0.579
C -2.834 3.916 0.151
C -1.565 3.803 -0.425
N -1.134 2.543 -0.378
H -5.049 -1.488 -1.715
H -4.486 -1.032 -0.106
H -4.642 -2.738 -0.528
H -2.611 -0.743 -1.649
H -2.898 -2.338 -2.354
H -2.710 -4.337 -0.832
H -1.006 -5.506 0.531
H 0.844 -4.201 1.531
H 1.423 -0.655 0.818
H 2.114 -2.108 1.599
H -0.131 -0.367 2.719
H 1.545 -0.282 3.231
H 0.598 -1.752 3.552
H -2.790 -0.083 0.956
H -4.092 2.346 1.075
H -3.415 4.820 0.256
H -0.966 4.589 -0.866
```

=====

# 4
This record from the OMol25 dataset describes a cluster of 2 separate species, C2H10NO in total. The level of theory is ωB97M-V/def2-TZVPD.

Summary:
* HOMO-LUMO gap: 11.7 eV
* highest occupied orbital energy: -15.43 eV
* LUMO level: -3.74 eV
* net charge: +1

Geometry as XYZ:
```
14
C2H10NO | the OMol25 dataset | ωB97M-V/def2-TZVPD
N 1.643 1.345 -0.008
H 2.416 0.885 -0.489
H 0.734 0.828 -0.266
H 1.538 2.349 -0.177
H 1.854 1.197 0.993
C -1.319 -0.697 -0.401
O -0.566 0.388 -1.057
C -0.668 -1.033 0.927
H -1.339 -1.545 -1.082
H -2.344 -0.364 -0.253
H -0.423 0.051 -1.933
H -0.712 -0.189 1.614
H 0.365 -1.343 0.751
H -1.181 -1.874 1.383
```

=====

# 5
This record from the OMol25 dataset describes a structure of composition C33H42N3P2Rh. The level of theory is ωB97M-V/def2-TZVPD.

Summary:
* HOMO-LUMO gap: 6.8 eV
* highest occupied orbital energy: -19.61 eV
* LUMO level: -12.83 eV
* net charge: +4

Geometry as XYZ:
```
81
C33H42N3P2Rh | the OMol25 dataset | ωB97M-V/def2-TZVPD
Rh 0.418 -0.122 0.036
C -1.286 1.578 3.162
C -2.153 0.595 2.375
P -1.714 0.572 0.618
C -2.015 2.172 -0.123
C -3.223 2.812 0.185
C -3.539 4.015 -0.421
C -2.667 4.574 -1.352
C -1.482 3.930 -1.681
C -1.152 2.731 -1.065
C -2.860 -0.569 -0.197
C -3.214 -0.324 -1.531
C -4.109 -1.166 -2.177
C -4.648 -2.265 -1.510
C -4.305 -2.512 -0.187
C -3.420 -1.665 0.472
C 0.121 1.029 3.410
P 1.184 0.593 2.011
C 2.556 -0.357 2.623
C 2.847 -1.658 2.199
C 3.920 -2.338 2.752
C 4.705 -1.722 3.719
C 4.425 -0.425 4.135
C 3.353 0.265 3.593
C 1.754 1.973 1.050
C 1.145 3.250 1.099
C 1.740 4.318 0.465
C 2.927 4.138 -0.251
C 3.549 2.892 -0.304
C 2.983 1.820 0.357
H -1.745 1.765 4.132
H -1.268 2.539 2.650
H -3.215 0.838 2.447
H -2.032 -0.418 2.770
H -3.922 2.375 0.889
H -4.467 4.516 -0.177
H -2.918 5.514 -1.825
H -0.818 4.363 -2.418
H -0.215 2.244 -1.333
H -2.854 0.568 -2.032
H -4.451 -0.927 -3.179
H -5.369 -2.903 -2.008
H -4.755 -3.339 0.347
H -3.216 -1.847 1.523
H 0.071 0.108 4.001
H 0.723 1.729 4.001
H 2.234 -2.144 1.449
H 4.146 -3.349 2.437
H 5.539 -2.256 4.156
H 5.044 0.051 4.884
H 3.155 1.279 3.925
H 0.234 3.414 1.653
H 1.295 5.302 0.537
H 3.387 4.986 -0.744
H 4.498 2.779 -0.811
H 3.536 0.890 0.437
N -1.162 -1.929 -4.189
C -0.325 -1.850 -2.927
C 1.156 -1.905 -3.288
C 2.054 -2.024 -2.052
N 2.101 -0.752 -1.266
C 1.618 -3.173 -1.157
C 0.149 -3.133 -0.776
N -0.166 -2.088 0.265
C -0.754 -2.985 -2.003
H -0.889 -1.228 -4.884
H -2.156 -1.789 -3.973
H -1.073 -2.846 -4.640
H -0.592 -0.880 -2.492
H 1.446 -1.041 -3.894
H 1.348 -2.792 -3.901
H 3.065 -2.230 -2.407
H 2.302 0.018 -1.905
H 2.928 -0.806 -0.674
H 2.262 -3.245 -0.275
H 1.781 -4.106 -1.703
H -0.104 -4.085 -0.305
H 0.220 -2.423 1.148
H -1.181 -2.115 0.380
H -1.801 -2.867 -1.707
H -0.682 -3.933 -2.547
```

=====

# 6
This record from the OMol25 dataset describes a cluster of 17 separate species, H33O17 in total. The level of theory is ωB97M-V/def2-TZVPD.

Summary:
* HOMO-LUMO gap: 8.5 eV
* highest occupied orbital energy: -6.76 eV
* LUMO level: 1.76 eV
* net charge: -1

Geometry as XYZ:
```
50
H33O17 | the OMol25 dataset | ωB97M-V/def2-TZVPD
O 0.426 -5.154 -0.328
H 0.286 -4.532 0.399
H 0.110 -6.049 -0.197
O -3.479 -2.374 -1.431
H -3.773 -2.159 -0.534
H -2.537 -2.434 -1.196
O -1.025 1.170 -2.316
H -0.677 0.856 -1.404
H -0.781 2.095 -2.387
O 2.260 4.164 1.936
H 2.752 3.544 2.493
H 1.417 4.051 2.386
O 1.988 -3.869 2.704
H 1.514 -4.188 1.919
O 1.754 1.155 1.039
H 1.058 0.586 0.620
H 1.480 1.303 1.945
O -2.792 -0.482 -3.888
H -2.096 -0.163 -3.241
H -3.231 -0.886 -3.127
O -0.977 -1.340 1.720
H -0.280 -1.049 2.346
H 2.686 -3.451 2.180
O -0.806 5.458 0.457
H -0.213 5.114 1.152
H -1.657 5.284 0.881
O 0.799 -0.930 -3.751
H 0.339 -0.386 -3.104
H 0.151 -1.170 -4.417
O 2.902 -0.362 4.321
H 3.107 0.493 3.941
H 3.013 -1.023 3.628
O 0.392 3.378 4.077
H -0.257 2.724 4.400
H 0.750 3.932 4.794
O 2.116 2.445 -1.376
H 2.328 2.489 -0.394
H 1.155 2.391 -1.312
O 2.528 -1.956 -0.713
H 2.559 -1.299 -1.448
H 1.605 -2.031 -0.452
O -0.672 0.873 0.209
H -0.520 1.791 0.479
H -1.047 -0.483 1.181
O -1.898 -3.257 -3.824
H -2.607 -3.873 -3.559
H -2.300 -2.390 -3.663
O -3.295 1.012 0.594
H -3.249 0.481 -0.207
H -2.254 1.172 0.592
```

=====

These records have strongest force on any atom values of 0.1 4.9 1.6 1.5 0.4 2.5 eV/Å, in the order they appear.
These records have molecular weight values of 780.25 76.16 497.85 64.11 645.57 305.25 g mol⁻¹, in the order they appear.